Record 1
Formula: C16H23F13O2Si
Source: the Open Molecules 2025 dataset
Level of theory: ωB97M-V/def2-TZVPD

Geometry (Å):
F 0.98477 -1.46782 3.83236
C 0.08170 -2.44725 3.84515
F 0.46751 -3.39879 3.00358
F 0.01723 -2.96411 5.07994
C -1.32514 -1.89860 3.47975
F -1.75365 -1.21511 4.57373
F -2.16732 -2.93645 3.25170
C -1.42046 -0.88269 2.29874
F -0.60821 0.17601 2.53754
F -2.69982 -0.43752 2.33009
C -1.13277 -1.48402 0.87829
F -0.76808 -2.78186 0.98555
F -2.29308 -1.44264 0.17218
C -0.10814 -0.68841 0.00539
F -0.12788 -1.33459 -1.18509
F -0.61910 0.53639 -0.18589
C 1.36932 -0.65009 0.48906
F 1.60819 -1.84624 1.10106
F 2.13318 -0.62984 -0.64239
C 1.84853 0.45621 1.39884
C 1.50695 1.90027 1.04147
Si 2.23734 2.58010 -0.56862
H 2.92814 0.35115 1.43351
H 1.50904 0.23633 2.40423
H 1.89512 2.52467 1.84363
H 0.44295 2.10351 1.02530
H 2.23235 4.05634 -0.48993
H 3.60462 2.08490 -0.80215
H 1.32912 2.22558 -1.68425
C -4.98635 -3.62690 1.27136
C -6.16424 -3.90917 0.34349
C -7.30267 -3.20354 1.06780
O -6.71867 -2.09013 1.74699
C -5.29364 -2.20947 1.73288
H -4.01473 -3.71052 0.78625
H -5.00426 -4.31367 2.12108
H -5.99239 -3.44675 -0.63111
H -6.35699 -4.96953 0.18777
H -7.76910 -3.86107 1.80975
H -8.07786 -2.84171 0.39155
H -4.88897 -1.46938 1.03582
H -4.90739 -1.99319 2.72926
C 5.80983 3.54459 -5.02223
C 4.40032 4.12499 -5.09595
C 3.92825 3.96360 -3.65828
O 5.09055 4.07663 -2.83468
C 6.26511 4.01491 -3.64760
H 6.46664 3.88300 -5.82193
H 5.76816 2.45356 -5.05315
H 4.44331 5.18338 -5.36242
H 3.75339 3.61999 -5.81132
H 3.48131 2.97557 -3.49610
H 3.20435 4.72385 -3.36170
H 6.70881 5.01520 -3.69721
H 6.98480 3.34032 -3.18309

- F_max (Eh/bohr) = 0.016
- SMILES = FC(F)(F)C(F)(F)C(F)(F)C(F)(F)C(F)(F)C(F)(F)CC[SiH3].C1CCOC1.C1CCOC1
- relative energy (zero: lowest compared OMol25 entry of this formula, charge and spin) (kcal/mol) = 0.00
- multiplicity = 1

Atom charges from the Mulliken analysis, given in e for atoms 1 to 4: -0.235, 0.533, -0.207, -0.268

---

Record 2
Formula: C22H63N2O12Zn
Source: the Open Molecules 2025 dataset
Level of theory: ωB97M-V/def2-TZVPD

Geometry (Å):
Zn -18.31529 2.94190 -19.19683
O -18.62772 1.34861 -15.33653
C -17.96237 1.15857 -16.42359
O -18.14448 1.76502 -17.46159
O -17.12016 0.29003 -16.40601
H -18.21477 0.50401 -15.14233
C -17.43154 2.79771 -12.52851
C -18.91314 2.86476 -12.21437
C -19.15349 3.85627 -11.01571
O -19.45262 3.37925 -13.40727
H -17.10765 2.06527 -13.26791
H -16.76807 2.61164 -11.68394
H -17.03279 3.71518 -12.96136
H -19.19148 1.86981 -11.86695
H -18.54905 3.60249 -10.14488
H -20.21424 3.84778 -10.76506
H -18.89915 4.84557 -11.39611
H -19.18021 2.75437 -14.08323
C -12.59337 1.24312 -19.01354
C -13.70001 0.35710 -18.33844
C -13.16697 -0.49052 -17.24743
O -14.58059 1.30434 -17.76533
H -12.21873 1.94492 -18.26840
H -12.94998 1.66691 -19.95233
H -11.67293 0.69814 -19.22304
H -14.24258 -0.14817 -19.13745
H -13.88103 -1.10279 -16.69666
H -12.63306 0.15946 -16.55420
H -12.37890 -1.16543 -17.58140
H -15.37855 1.01302 -17.31813
C -15.93891 -1.23379 -13.29064
C -14.68105 -1.87322 -12.64760
C -13.61960 -0.92761 -12.23714
O -15.13284 -2.49394 -11.45536
H -16.50985 -0.54226 -12.67102
H -16.66637 -1.95504 -13.66308
H -15.66915 -0.63613 -14.16134
H -14.26950 -2.71322 -13.20719
H -13.18585 -0.47655 -13.12962
H -12.75696 -1.43563 -11.80602
H -13.97980 -0.24106 -11.47098
H -15.29417 -1.84078 -10.77055
C -22.01933 1.28081 -20.35755
C -20.55526 1.35357 -19.81772
C -19.58667 1.10562 -20.89745
O -18.22903 1.17952 -20.38720
C -17.26514 0.74666 -21.34733
N -20.35220 2.68756 -19.27251
H -22.24172 0.22544 -20.51515
H -22.47032 1.88176 -21.14721
H -22.66601 1.61660 -19.54690
H -20.38110 0.59942 -19.05024
H -19.72622 1.67748 -21.81484
H -19.75365 0.07952 -21.22507
H -17.48454 -0.23567 -21.76565
H -16.26339 0.94267 -20.96498
H -17.20611 1.46961 -22.16093
H -21.02190 2.67403 -18.51658
H -20.93235 3.20949 -19.91369
C -17.08494 5.22710 -16.17694
C -18.48475 4.98065 -16.64049
C -19.49676 6.10703 -16.38864
O -20.75618 5.64671 -16.79433
C -21.76397 6.61095 -16.66708
N -18.40495 4.89731 -18.09133
H -16.72224 6.21916 -16.44597
H -16.40348 4.46161 -16.54807
H -16.89850 5.11221 -15.10917
H -18.71444 4.05713 -16.10903
H -19.19518 7.08886 -16.75355
H -19.53811 6.28866 -15.31467
H -21.88732 7.09076 -15.69617
H -22.72834 6.13812 -16.85288
H -21.62829 7.33671 -17.46893
H -19.21682 5.39581 -18.42666
H -17.71471 5.61199 -18.27272
C -21.75693 2.16465 -16.22975
O -22.41488 2.56672 -17.40761
H -22.22309 2.51543 -15.30902
H -21.66950 1.08159 -16.14350
H -20.78569 2.65417 -16.30150
H -23.35938 2.53960 -17.23800
C -15.25833 3.53203 -19.89408
O -16.22603 3.05324 -19.06622
H -15.29636 2.95786 -20.81981
H -15.41835 4.54994 -20.24956
H -14.31235 3.46428 -19.35684
H -15.76011 2.61454 -18.35064
C -16.52304 -3.05129 -17.13806
O -16.27578 -2.26675 -18.33133
H -16.28897 -4.11204 -17.22821
H -15.93108 -2.68787 -16.29805
H -17.55483 -2.82757 -16.86701
H -16.25490 -1.37806 -17.96884
C -20.00876 -2.02278 -15.69548
O -20.59316 -2.90870 -16.55898
H -19.29154 -2.54625 -15.06328
H -19.57258 -1.17209 -16.21910
H -20.84179 -1.58028 -15.14926
H -21.31677 -2.41949 -16.95733

- F_max (Eh/bohr) = 0.103
- energy (eV) = -99795.154
- multiplicity = 1
- net charge = +1

Atom charges from the Mulliken analysis, given in e for atoms 1 to 4: -0.319, 0.012, -0.359, 0.777

---

The lowest F_max belongs to which entry? C16H23F13O2Si